A molecular structure, C58H69Cl3N8OP3ReS3, computed with wB97M-V/def2-TZVPD.

As for the net charge: +3. Its total energy is -6441.47957 hartree. The frontier orbital gap (alpha / beta) comes out at 0.2347 / 0.2242 hartree. The expectation value of S² is 0.76. Its spin multiplicity is 2. The value obtained for the HOMO energy (alpha / beta) is -0.5276 / -0.5153 hartree.

Each line ends with the Mulliken spin population.
Cartesian coordinates (Å):
N  0.94501  0.21754  2.77417  0.08
N  -0.28411  -0.25309  4.72601  0.00
H  -0.23422  3.27053  -3.98874  0.00
C  1.73767  -5.81254  -0.72608  0.00
C  -0.84430  -6.07362  1.91202  0.00
C  -0.14440  -4.85748  1.94561  0.00
C  3.96211  5.72036  -0.48837  0.00
H  -3.90228  -2.14998  -5.81066  0.00
N  0.52978  1.53722  -3.11386  0.00
H  6.02771  5.15558  -0.63275  0.00
C  2.56473  -1.21118  3.91251  0.00
H  0.66413  4.28052  2.59609  0.00
H  1.87917  3.11517  -3.28019  0.00
C  -4.92962  -2.37599  -2.47382  0.00
C  0.95814  -1.24109  -0.98575  0.05
H  0.67800  -4.82721  5.23135  0.00
C  2.18681  -3.44865  -1.47925  0.00
H  -2.60387  -1.28161  -2.87907  0.00
C  -4.25334  2.91453  -3.05862  0.00
C  -4.60637  1.72590  -2.16454  0.00
H  2.54710  2.04497  4.27526  0.00
H  0.23618  0.74532  6.50612  0.00
C  3.98711  0.31033  -0.67024  0.00
H  -2.03588  0.50994  2.82194  0.00
C  3.57577  -3.49947  -0.73985  0.00
C  1.67556  2.64984  4.03375  0.04
H  0.82964  -6.40272  -0.67420  0.00
C  2.66846  5.28808  -0.24379  -0.01
C  -0.42036  -6.39029  4.25527  0.00
Cl  -5.24318  -3.01650  -0.91025  0.00
C  1.73051  -0.95687  2.82355  0.01
C  -2.25119  1.44507  -0.21155  0.03
C  1.78831  -1.85481  1.73718  0.03
H  -0.94393  4.04393  1.87349  0.00
N  0.61869  0.11132  -1.24607  0.06
C  5.01759  4.81609  -0.44257  0.00
C  0.36395  0.61554  3.93394  -0.05
H  1.85592  6.00519  -0.27818  0.00
C  -0.64674  2.61486  4.96675  0.00
P  0.76796  3.27732  0.34929  0.03
C  2.83676  -6.41389  -1.18621  0.00
C  -6.03344  -0.14357  -2.07934  0.00
C  1.63366  -4.34490  -0.32707  0.00
Cl  -5.94032  2.21399  -5.14842  0.00
C  4.50925  -4.55812  -1.25086  0.00
H  2.54392  -0.54812  4.77033  0.00
C  3.47791  -2.24898  3.86928  0.00
C  -5.27008  -1.13297  -2.90610  0.00
C  0.08987  4.33883  1.67664  0.00
H  0.06895  1.98343  -5.15111  0.00
O  -5.83549  1.17822  -2.53166  0.00
H  -1.01515  3.39465  4.29998  0.00
H  -0.76001  -1.57185  3.15790  0.00
C  0.14400  0.40725  -2.49230  -0.02
H  2.73413  -7.46270  -1.44054  0.00
H  -1.30377  -6.41969  0.99677  0.00
S  0.39319  -1.80333  0.64299  -0.01
H  5.52685  -4.25411  -1.46744  0.00
C  -4.73250  3.16239  -4.34816  0.00
N  0.45543  1.89725  4.32245  0.00
C  2.42671  3.94589  0.04267  0.00
C  4.78098  3.48245  -0.14750  0.00
H  -1.92678  -1.52631  4.48747  0.00
H  -3.81205  0.97361  -2.30542  0.00
H  2.12777  2.09727  -1.86641  0.00
C  -0.86472  -1.49703  4.23602  0.00
H  4.07861  -2.54092  -0.67523  0.00
H  -0.38111  -2.35100  4.71014  0.00
C  -3.29472  3.81113  -2.57397  0.00
N  -0.74556  -0.38098  -3.11647  0.00
Cl  -2.69378  6.38709  -5.53344  0.00
C  -0.28575  2.19332  -4.14199  0.00
C  -0.96438  -6.83848  3.06122  0.00
C  3.58068  -3.06258  2.74862  0.00
C  -2.36948  0.83542  1.85342  0.01
C  -2.80505  4.87747  -3.30206  0.00
C  -3.63664  1.11986  1.44793  0.00
H  -2.92456  3.69363  -1.56457  0.00
C  -4.25747  -2.02021  -4.79890  0.00
H  4.10116  0.10572  2.42158  0.00
C  4.22568  1.08649  1.96595  0.00
H  4.13620  -2.41619  4.71305  0.00
H  -1.58273  -0.18204  -5.06411  0.00
H  4.30631  -3.86716  2.73674  0.00
H  -0.31596  3.07766  5.89652  0.00
C  2.71623  -2.90948  1.67090  0.00
H  -0.09532  3.43148  -1.93413  -0.01
H  -0.72296  -1.68842  -4.73011  0.00
H  0.19524  -0.20571  -4.99695  0.00
H  -1.46710  1.93856  5.18662  0.00
P  -0.02467  -4.09758  0.32014  0.00
C  -4.87011  -0.93136  -4.26217  0.00
C  -0.24604  3.97196  -1.00452  0.02
C  0.40147  -4.41349  3.15133  0.00
H  1.68809  3.53244  4.66999  0.00
H  -1.32504  1.88742  -4.05231  0.00
C  1.71292  -2.05232  -1.72565  -0.01
H  -1.23325  -2.31670  -2.47868  0.00
N  -1.49990  1.03266  0.79963  -0.01
H  -7.10447  -0.32778  -2.14760  0.00
H  -5.75697  -0.25602  -1.02376  0.00
C  4.16657  -5.83479  -1.42270  0.00
H  -1.29588  3.89883  -0.71439  0.00
Re  0.72107  1.01851  0.73902  0.72
H  -4.64731  4.40059  -6.09097  0.00
H  -0.01554  5.02646  -1.15747  0.00
C  -4.64612  2.09073  -0.65812  0.00
H  -1.43353  0.13958  6.46890  0.00
H  2.09207  -1.62476  -2.65366  0.00
H  4.92154  -6.52352  -1.78216  0.00
C  -1.61835  -1.30508  -2.40893  0.00
C  -4.25093  4.23321  -5.09862  0.00
C  -0.40357  -0.06642  6.17420  0.00
S  -1.51132  -4.34759  -0.82391  0.00
C  2.83930  -3.94131  0.57401  0.00
H  4.12643  -0.67548  -0.22921  0.00
H  -0.52244  -6.98563  5.15317  0.00
H  5.62013  2.79693  -0.10472  0.00
H  -4.64191  3.16700  -0.51569  0.00
H  -5.07648  -0.02175  -4.81280  0.00
S  -4.16156  -3.31559  -3.68456  0.00
H  0.09087  5.37778  1.34335  0.00
H  -4.57972  1.09278  1.96967  0.00
C  0.25331  -5.17624  4.29763  0.00
H  -2.07756  5.55912  -2.87946  0.00
H  1.74509  2.95419  2.99097  -0.01
H  4.96930  0.73571  -0.87657  0.00
H  -0.08668  -0.98838  6.66330  0.00
H  -1.71793  -1.02381  -1.36240  0.00
H  2.19102  -3.97751  -2.43029  0.00
H  2.61461  1.52303  -3.47815  0.00
P  3.08387  1.31532  0.55623  0.05
H  -1.49322  -7.78139  3.02056  0.00
C  1.86933  2.08958  -2.91585  0.00
N  -3.54388  1.52057  0.13796  0.00
C  -3.28698  5.07793  -4.58466  0.00
H  0.95004  -3.48634  3.21365  0.00
H  4.07016  1.85949  2.71348  0.00
H  3.29305  -4.82087  1.02174  0.00
H  3.43466  0.20757  -1.60046  0.00
H  5.25227  1.16992  1.60693  0.00
H  4.15177  6.76221  -0.71377  0.00
H  -5.57459  1.71346  -0.23969  0.00
C  3.48173  3.04011  0.09660  0.00
H  -1.88561  1.70087  -1.19428  -0.01
C  -0.71395  -0.61056  -4.56490  0.00